Entry 1:
{"formula": "C26H86N6O16Zr", "method": "ωB97M-V/def2-TZVPD", "gap_ev": 1.5, "e_homo_ev": -12.031, "total_charge": 2, "lumo_ha": -0.3862, "species": ["Zr", "O", "C", "C", "O", "H", "H", "H", "H", "C", "C", "C", "O", "C", "N", "H", "H", "H", "H", "H", "H", "H", "H", "H", "H", "H", "C", "C", "C", "O", "C", "N", "H", "H", "H", "H", "H", "H", "H", "H", "H", "H", "H", "C", "C", "C", "O", "C", "N", "H", "H", "H", "H", "H", "H", "H", "H", "H", "H", "H", "C", "C", "C", "O", "C", "N", "H", "H", "H", "H", "H", "H", "H", "H", "H", "H", "H", "C", "C", "C", "O", "C", "N", "H", "H", "H", "H", "H", "H", "H", "H", "H", "H", "H", "C", "C", "C", "O", "C", "N", "H", "H", "H", "H", "H", "H", "H", "H", "H", "H", "H", "O", "H", "H", "O", "H", "H", "O", "H", "H", "O", "H", "H", "O", "H", "H", "O", "H", "H", "O", "H", "H", "O", "H", "H"], "positions_angstrom": [[2.517, -4.880, -0.826], [0.568, -2.692, -1.729], [0.782, -1.323, -1.387], [1.405, -1.093, 0.074], [2.259, -2.124, 0.551], [-0.127, -0.724, -1.445], [1.431, -0.899, -2.153], [0.616, -1.014, 0.823], [1.833, -0.093, 0.136], [1.624, 1.795, 5.788], [2.555, 1.700, 6.995], [1.978, 0.877, 8.195], [0.735, 1.430, 8.672], [0.934, 2.658, 9.252], [3.832, 1.113, 6.577], [1.450, 0.782, 5.426], [2.045, 2.529, 5.101], [0.641, 2.200, 6.030], [2.735, 2.721, 7.335], [2.691, 0.754, 9.011], [1.747, -0.112, 7.799], [1.595, 2.680, 10.119], [-0.037, 2.872, 9.700], [1.098, 3.460, 8.532], [4.518, 1.291, 7.296], [4.207, 1.673, 5.825], [-7.112, 3.655, 1.895], [-6.877, 2.161, 1.557], [-6.325, 1.337, 2.744], [-5.063, 1.942, 3.017], [-3.898, 1.484, 2.359], [-8.063, 1.487, 1.042], [-7.747, 3.839, 2.762], [-7.630, 4.202, 1.107], [-6.227, 4.230, 2.167], [-6.174, 2.009, 0.737], [-6.153, 0.281, 2.536], [-7.035, 1.396, 3.569], [-4.000, 1.698, 1.295], [-3.706, 0.412, 2.409], [-2.992, 2.016, 2.651], [-8.846, 1.706, 1.641], [-7.861, 0.497, 1.036], [-4.104, -4.184, 1.450], [-4.292, -5.605, 0.956], [-5.782, -6.037, 0.798], [-6.610, -5.796, 1.946], [-7.586, -6.830, 2.120], [-3.551, -5.822, -0.257], [-4.297, -3.552, 0.583], [-3.080, -3.901, 1.694], [-4.733, -3.821, 2.262], [-3.820, -6.298, 1.653], [-5.843, -7.072, 0.460], [-6.281, -5.439, 0.035], [-8.253, -6.837, 1.257], [-8.291, -6.573, 2.911], [-7.145, -7.797, 2.358], [-3.730, -6.799, -0.438], [-4.089, -5.319, -0.948], [2.106, -1.231, -7.801], [1.186, -0.330, -6.939], [1.895, 0.973, -6.517], [2.978, 0.751, -5.639], [3.660, 1.933, -5.235], [0.036, -0.030, -7.806], [1.700, -2.171, -8.175], [3.022, -1.538, -7.295], [2.407, -0.698, -8.703], [0.824, -0.817, -6.034], [1.231, 1.586, -5.907], [2.192, 1.631, -7.333], [4.431, 2.162, -5.971], [4.224, 1.697, -4.332], [3.071, 2.797, -4.928], [-0.471, -0.882, -7.996], [0.316, 0.384, -8.684], [8.105, 0.184, 1.511], [6.788, 0.541, 0.919], [6.491, 1.976, 0.985], [6.341, 2.502, 2.322], [6.501, 3.883, 2.379], [6.902, 0.038, -0.424], [8.358, -0.876, 1.470], [8.053, 0.457, 2.565], [8.969, 0.716, 1.114], [6.015, 0.105, 1.552], [5.525, 2.151, 0.511], [7.160, 2.527, 0.324], [6.576, 4.029, 3.457], [5.745, 4.499, 1.892], [7.551, 3.982, 2.106], [7.598, 0.493, -0.998], [6.099, 0.345, -0.955], [-3.240, 6.237, -1.178], [-2.669, 5.700, -2.466], [-1.524, 4.709, -2.102], [-0.427, 5.352, -1.448], [0.555, 4.424, -1.035], [-3.705, 5.073, -3.349], [-3.621, 5.504, -0.467], [-4.128, 6.829, -1.401], [-2.496, 6.943, -0.809], [-2.283, 6.512, -3.082], [-1.160, 4.281, -3.036], [-1.917, 3.851, -1.556], [0.878, 3.744, -1.822], [0.162, 3.762, -0.263], [1.395, 5.036, -0.706], [-4.054, 4.353, -2.733], [-3.193, 4.537, -4.036], [-1.184, -4.362, -5.680], [-1.180, -5.314, -5.586], [-0.857, -4.036, -4.842], [-3.388, -2.805, -3.395], [-3.289, -3.415, -4.126], [-2.566, -2.876, -2.910], [0.157, -5.398, 1.149], [-0.730, -5.453, 0.794], [0.052, -5.567, 2.085], [3.535, -4.663, -3.772], [4.002, -3.929, -4.171], [3.478, -5.318, -4.467], [-4.148, 0.808, -3.024], [-3.738, 1.118, -3.831], [-3.959, -0.131, -3.004], [5.266, -1.841, -4.818], [4.668, -1.181, -5.167], [6.049, -1.768, -5.364], [3.144, -2.145, 4.793], [2.904, -2.174, 3.867], [3.555, -1.288, 4.908], [5.527, -3.829, -0.938], [5.856, -2.931, -0.892], [6.251, -4.367, -0.619]], "lowdin_charge": [1.7039, -0.1866, -0.2192, -0.2178, -0.1403, 0.1159, 0.1427, 0.1519, 0.1161, -0.0572, -0.4447, -0.1602, -0.1780, -0.1553, 0.0327, 0.0729, 0.0751, 0.0764, 0.1172, 0.1220, 0.1227, 0.0969, 0.0932, 0.0850, 0.0741, 0.0636, -0.0304, -0.4012, -0.1546, -0.1614, -0.0859, 0.0909, 0.0816, 0.0829, 0.0782, 0.1315, 0.1211, 0.1368, 0.0820, 0.0839, 0.0940, 0.0910, 0.0833, -0.0580, -0.4627, -0.1858, -0.1910, -0.0982, 0.0298, 0.0745, 0.0597, 0.0837, 0.1328, 0.1175, 0.1288, 0.0879, 0.0884, 0.0910, 0.0727, 0.0699, -0.0666, -0.3965, -0.2071, -0.2189, -0.0994, 0.0265, 0.0731, 0.0523, 0.0822, 0.1277, 0.1186, 0.1320, 0.0944, 0.0755, 0.0909, 0.0714, 0.0744, -0.0715, -0.4916, -0.2238, -0.1893, -0.1147, 0.0367, 0.0795, 0.0840, 0.0916, 0.1464, 0.1207, 0.1311, 0.0932, 0.0956, 0.0951, 0.0833, 0.0597, -0.0682, -0.4208, -0.2148, -0.1751, -0.1226, 0.0492, 0.0775, 0.0797, 0.0845, 0.1390, 0.1093, 0.1159, 0.0706, 0.0773, 0.0937, 0.0545, 0.0538, -0.0378, 0.0371, 0.0114, -0.0389, 0.0244, 0.0131, -0.0615, 0.0313, 0.0653, -0.0606, 0.0271, 0.0596, -0.0542, 0.0296, 0.0032, -0.0440, 0.0107, 0.0480, -0.0549, 0.0040, 0.0127, -0.0560, 0.0441, 0.0583]}

Entry 2:
{"formula": "C26H89N31O17", "method": "ωB97M-V/def2-TZVPD", "multiplicity": 2, "gap_ev": [8.4, 3.0], "s_squared": 0.759, "e_homo_ev": [-10.331, -10.331], "total_charge": 1, "lumo_ha": [-0.0727, -0.2684], "species": ["C", "O", "N", "N", "H", "H", "H", "H", "C", "O", "N", "N", "H", "H", "H", "H", "C", "O", "N", "N", "H", "H", "H", "H", "C", "O", "N", "N", "H", "H", "H", "H", "C", "O", "N", "N", "H", "H", "H", "H", "C", "O", "N", "N", "H", "H", "H", "H", "C", "O", "N", "N", "H", "H", "H", "H", "C", "O", "N", "N", "H", "H", "H", "H", "C", "O", "N", "N", "H", "H", "H", "H", "C", "O", "N", "N", "H", "H", "H", "H", "C", "O", "N", "N", "H", "H", "H", "H", "C", "O", "N", "N", "H", "H", "H", "H", "C", "O", "N", "N", "H", "H", "H", "H", "C", "O", "N", "N", "H", "H", "H", "H", "C", "C", "C", "O", "C", "N", "H", "H", "H", "H", "H", "H", "H", "H", "H", "H", "H", "C", "C", "C", "O", "C", "N", "H", "H", "H", "H", "H", "H", "H", "H", "H", "H", "H", "C", "C", "C", "O", "C", "N", "H", "H", "H", "H", "H", "H", "H", "H", "H", "H", "H"], "positions_angstrom": [[3.977, -22.777, -26.830], [3.501, -23.850, -27.180], [4.560, -21.920, -27.703], [4.069, -22.405, -25.629], [5.059, -21.138, -27.305], [4.557, -22.032, -28.707], [3.866, -23.117, -24.942], [4.776, -21.751, -25.324], [7.268, -19.756, -25.840], [6.332, -19.636, -26.618], [8.187, -20.643, -25.982], [7.479, -18.971, -24.811], [8.862, -20.679, -25.232], [8.162, -21.346, -26.706], [6.740, -18.378, -24.461], [8.324, -19.123, -24.281], [4.936, -22.165, -31.859], [4.623, -21.920, -30.735], [6.143, -22.226, -32.310], [4.021, -22.133, -32.869], [6.311, -22.163, -33.304], [6.896, -22.403, -31.661], [3.138, -21.654, -32.770], [4.286, -22.302, -33.829], [8.056, -25.086, -20.647], [8.011, -26.067, -19.985], [9.077, -24.311, -20.849], [7.026, -24.714, -21.333], [9.994, -24.567, -20.514], [8.870, -23.348, -21.073], [6.993, -23.760, -21.663], [6.150, -25.058, -20.965], [8.692, -24.086, -30.973], [7.977, -23.279, -30.390], [9.960, -23.934, -31.148], [8.196, -25.164, -31.557], [10.512, -23.281, -30.611], [10.442, -24.397, -31.906], [8.504, -25.346, -32.501], [7.249, -25.374, -31.275], [4.918, -25.507, -29.857], [5.339, -25.992, -30.900], [3.798, -24.783, -29.682], [5.455, -25.827, -28.773], [3.220, -24.460, -30.444], [3.556, -24.577, -28.723], [6.351, -26.289, -28.822], [5.250, -25.354, -27.904], [10.382, -22.083, -23.273], [9.896, -21.032, -23.541], [10.233, -23.197, -23.876], [11.140, -22.290, -22.229], [10.732, -23.943, -23.412], [9.453, -23.271, -24.514], [11.152, -21.525, -21.569], [11.672, -23.129, -22.047], [10.752, -20.833, -30.132], [11.755, -21.543, -30.317], [10.402, -20.422, -28.900], [9.761, -20.770, -30.962], [9.625, -19.797, -28.739], [10.988, -20.694, -28.124], [9.798, -21.250, -31.850], [8.922, -20.470, -30.487], [3.997, -25.621, -24.112], [3.440, -24.584, -23.818], [4.547, -26.410, -23.198], [4.205, -25.942, -25.322], [5.007, -27.297, -23.348], [4.454, -26.083, -22.247], [3.748, -25.359, -26.008], [4.504, -26.866, -25.601], [14.150, -23.133, -27.543], [13.463, -24.128, -27.443], [14.942, -22.678, -26.589], [14.005, -22.185, -28.429], [15.378, -21.777, -26.729], [14.993, -23.145, -25.696], [14.790, -21.596, -28.669], [13.155, -22.210, -28.974], [8.629, -27.699, -28.610], [7.552, -27.694, -29.192], [8.825, -28.387, -27.533], [9.667, -27.021, -28.791], [9.795, -28.449, -27.258], [8.003, -28.874, -27.205], [10.385, -26.939, -28.084], [9.576, -26.326, -29.518], [12.059, -27.225, -26.628], [11.506, -28.237, -26.772], [13.087, -26.740, -27.272], [11.740, -26.269, -25.835], [13.546, -27.248, -28.015], [13.362, -25.769, -27.315], [12.226, -25.401, -26.007], [10.935, -26.398, -25.240], [6.218, -28.948, -21.990], [5.454, -29.738, -22.577], [7.375, -28.678, -22.429], [5.919, -28.135, -21.048], [7.585, -29.183, -23.278], [8.026, -28.061, -21.965], [6.548, -27.393, -20.779], [5.073, -28.287, -20.517], [5.368, -29.385, -26.217], [4.630, -28.462, -26.030], [5.683, -30.291, -25.351], [5.976, -29.580, -27.337], [6.461, -30.916, -25.508], [5.266, -30.296, -24.431], [5.854, -28.974, -28.135], [6.319, -30.476, -27.653], [6.403, -17.422, -29.492], [6.462, -18.831, -30.112], [6.898, -18.907, -31.629], [5.758, -18.313, -32.289], [5.816, -18.268, -33.732], [7.391, -19.505, -29.295], [6.215, -17.329, -28.423], [5.684, -16.810, -30.037], [7.364, -16.950, -29.699], [5.536, -19.393, -29.986], [7.199, -19.857, -32.072], [7.800, -18.298, -31.671], [4.818, -18.016, -34.091], [5.984, -19.220, -34.236], [6.567, -17.589, -34.136], [7.035, -19.482, -28.351], [7.311, -20.502, -29.432], [9.961, -23.638, -27.527], [8.384, -23.917, -27.378], [7.864, -24.316, -25.968], [8.567, -25.451, -25.546], [7.797, -26.454, -24.833], [7.608, -22.800, -27.828], [10.181, -23.098, -28.448], [10.608, -24.491, -27.325], [10.243, -22.858, -26.819], [8.111, -24.791, -27.971], [6.802, -24.515, -26.111], [7.916, -23.620, -25.131], [7.133, -26.890, -25.580], [7.300, -25.926, -24.019], [8.382, -27.253, -24.378], [7.685, -22.775, -28.835], [6.622, -22.855, -27.618], [6.904, -34.013, -21.340], [6.911, -32.597, -21.995], [8.035, -32.372, -22.996], [8.008, -31.019, -23.456], [8.838, -30.742, -24.598], [5.649, -32.558, -22.706], [7.872, -34.046, -20.838], [7.088, -34.826, -22.042], [6.209, -34.193, -20.519], [6.800, -31.868, -21.192], [7.962, -33.077, -23.824], [8.981, -32.576, -22.494], [8.888, -29.711, -24.949], [8.564, -31.203, -25.547], [9.855, -31.071, -24.381], [5.078, -32.717, -21.889], [5.571, -31.598, -23.011]], "lowdin_charge": [-0.6984, -0.0125, 0.1931, 0.2358, 0.0689, 0.0611, 0.0780, 0.1298, -0.7571, -0.0173, 0.1994, 0.1890, 0.0649, 0.0551, 0.1253, 0.0995, -0.7451, 0.0448, 0.1987, 0.1607, 0.1243, 0.0701, 0.1131, 0.0995, -0.8202, 0.0720, 0.1811, 0.1803, 0.1225, 0.1058, 0.1173, 0.1145, -0.7216, -0.0220, 0.2157, 0.1984, 0.0780, 0.1349, 0.1267, 0.0711, -0.6436, 0.0864, 0.4604, 0.3084, 0.1727, 0.0798, 0.0922, 0.1153, -0.8165, 0.0664, 0.2085, 0.1569, 0.1159, 0.0752, 0.1289, 0.1145, -0.7084, -0.0327, 0.1782, 0.1916, 0.0780, 0.1051, 0.1251, 0.0583, -0.7670, 0.0118, 0.1943, 0.1942, 0.0827, 0.0941, 0.0778, 0.0388, -0.7024, 0.0172, 0.1650, 0.1801, 0.1137, 0.1202, 0.1254, 0.0722, -0.7786, 0.0050, 0.1921, 0.2229, 0.0649, 0.0771, 0.0943, 0.1082, -0.8374, 0.0761, 0.1709, 0.1849, 0.1252, 0.0335, 0.0920, 0.1113, -0.7633, -0.0200, 0.2050, 0.1923, 0.0821, 0.1289, 0.0702, 0.1374, -0.7656, 0.0464, 0.2209, 0.1689, 0.0965, 0.0829, 0.1045, 0.1319, -0.0328, -0.4150, -0.1620, -0.1869, -0.0956, 0.0198, 0.0768, 0.0759, 0.0801, 0.1277, 0.0880, 0.1172, 0.0853, 0.0652, 0.0857, 0.0311, 0.0574, 0.0007, -0.3540, -0.2046, -0.2202, -0.0536, 0.0405, 0.0424, 0.0476, 0.0570, 0.1049, 0.1070, 0.1040, 0.0789, 0.0722, 0.0622, 0.0192, 0.0527, -0.0566, -0.4335, -0.1652, -0.2373, -0.0929, 0.0340, 0.0639, 0.0814, 0.0820, 0.1346, 0.1337, 0.1252, 0.0653, 0.0806, 0.0980, 0.0724, 0.0086]}

Table of DFT total energy (a.u.), in record order: -2620.4353, -4020.6169